(1)
ORCA calculation (ωB97M-V/def2-TZVPD) on a molecular structure, C29H37CeF6NO8S2Si.

ORCA input file:
```
! RIJCOSX wB97M-V def2-TZVPD def2/J DEFGRID3
* xyz 0 1
Ce -0.19569 0.53703 -0.62760
S -3.17464 1.18031 -0.56761
S 1.74060 0.72823 -3.74399
Si 0.65327 -2.94181 0.24192
F 2.70746 0.75516 -1.19345
F 4.22696 0.23570 -2.71947
F 2.58258 -1.17019 -2.24533
F -3.54451 -0.87304 -2.40661
F -4.82247 -0.86484 -0.53004
F -5.20654 0.49933 -2.30816
O -2.06512 1.52325 -1.54885
O 0.11940 -1.43493 -0.13322
O 1.63955 -0.39040 -4.72574
O -0.52063 -4.00384 0.04171
O 0.52440 0.66405 -2.81366
O -2.56612 0.20515 0.39903
O 1.98368 -3.47573 -0.66021
O 1.06122 -3.07253 1.80381
N 1.07877 3.22900 1.28140
C 1.34120 -1.94356 3.91054
C 0.26449 4.01366 0.48703
C 2.93623 -3.76501 3.07068
C -4.26024 -0.13323 -1.53092
C -2.73235 -3.10517 -0.31172
C -0.72234 4.91361 -2.04397
C -2.17974 7.41262 2.90296
C 3.11284 -4.52303 -2.43240
C -1.16591 7.77437 3.81104
C -0.57961 6.04289 1.61182
C -0.65266 6.86039 -3.41255
C 0.61756 -4.26344 -2.65606
C -0.64437 5.48496 -3.29201
C -2.19728 -5.58340 -0.05697
C 0.43592 6.47332 2.49589
C 0.10607 7.25701 3.59016
C 1.77781 -4.51419 -1.68336
C 0.41936 2.50674 0.39558
C 1.62694 -5.81252 -0.88232
C -0.87698 5.65332 -0.88174
C -1.91217 -4.18212 0.41956
C -1.89259 6.59651 1.80275
C -0.39131 5.18066 0.42091
C -1.13389 7.04985 -0.98697
C -1.01008 7.62524 -2.23106
C 2.92092 0.11776 -2.39468
C 2.05410 -2.54875 2.66658
C -2.01071 -4.06259 1.94506
C 2.91204 -1.53188 1.83432
H 2.40218 -0.60539 1.52161
H 3.24675 -2.06599 0.91096
H 2.46257 -4.40823 3.88020
H 0.82151 -5.71396 -0.21786
H -0.44957 7.40429 -4.36418
H -2.42732 -2.92139 -1.32332
H -0.39020 -4.37618 -2.28833
H 0.86579 7.47128 4.33519
H 3.90720 -3.41447 3.47010
H -1.40529 8.34067 4.71856
H 1.41373 6.03531 2.47210
H 2.50219 -5.97224 -0.28770
H 2.02198 -1.84632 4.75767
H -2.68702 6.19758 1.13080
H -0.53773 4.82245 -4.14645
H -1.60107 -6.40555 0.40094
H 3.33940 -3.58262 -2.96407
H -3.14621 7.86114 3.00943
H -3.81517 -3.35200 -0.30626
H -3.23948 -5.89696 0.15325
H -1.78282 -3.09833 2.34558
H -1.22847 -4.77328 2.30418
H 0.90959 -0.96416 3.65833
H 3.91201 -4.68710 -1.61884
H 1.40003 -6.67254 -1.56084
H -1.03183 8.71021 -2.32172
H -2.08562 -5.57601 -1.14878
H -0.60774 3.83201 -1.92845
H -1.42987 7.58246 -0.08041
H 0.72235 -4.88994 -3.53975
H -3.01470 -4.43533 2.26704
H 3.10162 -5.35606 -3.12208
H 3.87316 -1.24880 2.41430
H 0.59367 -3.23981 -3.11338
H -2.66020 -2.14165 0.16184
H 0.50670 -2.59019 4.17594
H 3.15248 -4.34682 2.13230
*
```

Summary:
LUMO energy (alpha / beta) = -3.056 / -3.068 eV
E_tot = -3944.18811 Eh
Kohn-Sham gap (alpha / beta) = 4.59 / 4.58 eV
energy relative to the best compared isomer or geometry (same formula, charge and spin) = 0.0 kJ/mol

(2)
ORCA calculation (ωB97M-V/def2-TZVPD) on C29H37N3O4 in the gas phase.

ORCA input file:
```
! RIJCOSX wB97M-V def2-TZVPD def2/J DEFGRID3
* xyz 0 1
O 2.71570 0.38762 2.14880
O 2.34412 1.56878 -2.96628
O 2.21610 -1.55915 3.13719
O 0.13215 1.88967 -1.57798
N -1.00089 1.82539 2.05949
N 3.03214 -3.29651 -0.56101
N 1.91714 1.25752 -0.31687
C 2.31727 0.16598 -1.09123
C -6.90173 0.28568 -1.52209
C -0.98943 0.38795 1.92884
C 2.63843 -1.58622 0.83725
C 2.89762 -2.06541 -2.73362
C -5.64226 -0.17444 -1.18336
C 2.53460 -0.81617 2.06061
C -2.76467 0.43974 0.14628
C -4.65048 1.54927 -2.50795
C 3.50103 -0.66964 5.01391
C -1.41576 -0.15049 0.55777
C 2.70785 -0.81372 -3.28218
C 2.21143 1.76112 -4.35017
C -2.67466 1.96385 0.21102
C 3.34140 -4.61530 -1.03610
C 2.59520 -1.07947 -0.51430
C -4.50060 0.45066 -1.67104
C -7.03889 1.38217 -2.35637
C 2.90959 -2.94613 0.74319
C 0.57351 3.09725 0.44782
C -2.24645 2.40757 1.61462
C -5.90908 2.01212 -2.84912
C -3.13946 -0.03247 -1.26791
C 2.12892 -0.88158 4.38940
C 3.11646 -3.96403 1.80491
C 2.44469 0.30184 -2.48266
C 0.83269 2.03048 -0.59485
C 0.20800 2.57658 1.86296
C 2.85853 -2.18440 -1.35421
H -6.00940 2.86768 -3.50181
H -0.22481 3.74116 0.07682
H -7.77978 -0.21245 -1.13575
H -3.11671 -1.12550 -1.28872
H -0.67430 0.10391 -0.19747
H 2.75650 -5.35932 -0.49454
H -1.94991 2.29806 -0.53102
H -8.02219 1.74234 -2.62234
H 0.00595 0.01751 2.17748
H -3.64321 2.40891 -0.02660
H 3.09610 -4.68272 -2.09321
H 2.01563 2.82451 -4.47862
H -2.38580 0.34059 -1.96350
H 1.50700 -1.52812 5.01214
H 4.10130 -0.02351 4.37813
H -3.53415 0.10007 0.85153
H 1.03389 1.97494 2.24697
H 1.48022 3.69659 0.55309
H 3.08319 -2.91186 -3.37612
H -1.69034 -0.00347 2.68121
H -5.54095 -1.03304 -0.53378
H 4.40406 -4.84186 -0.90863
H 1.62841 0.08153 4.24361
H 3.38825 -0.19972 5.98657
H 4.03347 -4.52370 1.62200
H -1.47606 -1.24070 0.61079
H -3.77066 2.04360 -2.89382
H 2.29434 1.26979 0.62902
H 3.13023 1.49629 -4.88709
H 2.28435 -4.66890 1.82212
H -3.02380 2.09951 2.32829
H 2.77063 -0.70296 -4.35233
H -2.15990 3.49502 1.66350
H 4.01379 -1.62120 5.13621
H 0.12999 3.46841 2.50031
H 1.37072 1.19051 -4.75570
H 3.17373 -3.48804 2.77647
*
```

Summary:
LUMO energy = 0.540 eV
E_tot = -1592.54299 Eh
Kohn-Sham gap = 8.04 eV
structure (SMILES) = CCOC(=O)c1c(C)n(C)c2ccc(OC)c(NC(=O)CCN3CCC(Cc4ccccc4)CC3)c12
energy relative to the best compared isomer or geometry (same formula, charge and spin) = 152.4 kJ/mol

(3)
ORCA calculation (ωB97M-V/def2-TZVPD) on a molecular structure, C29H37N3OP2Pt.

ORCA input file:
```
! RIJCOSX wB97M-V def2-TZVPD def2/J DEFGRID3
* xyz 2 3
Pt -0.23190 0.29718 -0.91190
P -0.66478 -0.02073 1.43573
P 1.90705 1.21951 -1.44566
O -0.73771 0.61119 -3.42116
N 0.52548 -1.21296 1.70267
N 0.64293 -1.83522 -0.53155
N -2.43029 -0.29563 -1.55502
C 4.55473 1.19133 -0.27983
C 2.33740 -3.93208 0.08218
C 0.41006 3.38467 3.39651
C 1.87918 -3.09547 1.07181
C 2.06293 3.01758 -1.10259
C -0.18207 1.17210 2.70034
C 1.06970 -2.66500 -1.48490
C -1.36974 -0.61755 -3.71586
C 3.71665 1.35021 -3.63443
C 3.27792 0.38650 -0.52307
C -4.44129 -1.39796 -0.90808
C 0.95271 3.78345 -1.81750
C -2.42739 -0.98350 -2.70010
C 0.39696 2.96137 4.71751
C 1.00833 -2.04818 0.73723
C 1.90303 -3.73014 -1.22716
C 2.28154 1.02012 -3.24064
C -3.43489 -0.47423 -0.70071
C 0.12189 1.63788 5.03159
C -4.22650 -0.46044 3.35795
C -0.17580 0.74082 4.02648
C -3.47960 -2.67254 2.78290
C -4.40279 -2.16794 -2.06240
C -2.16440 -0.76452 2.15822
C -3.38856 -1.94566 -2.97757
C -2.36798 -2.14110 2.15219
C -4.40808 -1.83677 3.38638
C 0.11518 2.49024 2.38213
C -3.11326 0.07773 2.73978
H 1.99977 3.16055 -0.02043
H 0.91235 4.81229 -1.46687
H 4.00000 2.34504 -3.30095
H 2.21136 -4.39013 -2.01835
H 0.82260 -1.40371 2.65499
H 3.04499 3.37018 -1.42659
H 3.01958 -4.73463 0.31613
H -1.36198 1.33456 -3.58045
H -0.57834 -1.37457 -3.72923
H -0.02227 3.31480 -1.63584
H -1.65412 -2.79120 1.66810
H 4.41665 0.62231 -3.23219
H -1.81636 -0.59362 -4.71539
H 2.04263 -0.01280 -3.50783
H 2.85371 0.09035 0.44206
H -0.43706 -0.28176 4.26487
H -5.16490 -2.90534 -2.25670
H -4.94511 0.18857 3.83477
H 0.71950 -2.47173 -2.48888
H 1.12989 3.80079 -2.89024
H 5.29308 0.54128 0.18681
H 3.80666 1.33324 -4.71836
H -3.43312 0.16421 0.17193
H 4.99043 1.56984 -1.19950
H 0.62780 4.41593 3.16387
H 1.57729 1.65718 -3.78146
H 3.50869 -0.52952 -1.07677
H 0.11586 1.30836 6.05935
H -2.97015 1.14897 2.70924
H -3.34057 -2.50194 -3.89843
H 2.18004 -3.22692 2.09801
H 0.08700 2.80631 1.34586
H -5.26933 -2.25565 3.88353
H 4.37054 2.02626 0.39120
H 0.59410 3.66380 5.51088
H -3.61122 -3.74294 2.80958
H -5.23664 -1.50263 -0.18823
*
```

Summary:
LUMO energy (alpha / beta) = -4.878 / -7.370 eV
E_tot = -2168.33595 Eh
Kohn-Sham gap (alpha / beta) = 8.53 / 6.97 eV
⟨S²⟩ = 2.01
energy relative to the best compared isomer or geometry (same formula, charge and spin) = 6.8 kJ/mol

(4)
ORCA calculation (ωB97M-V/def2-TZVPD) on a molecular structure, C29H38AsCdN6O7S2.

ORCA input file:
```
! RIJCOSX wB97M-V def2-TZVPD def2/J DEFGRID3
* xyz -1 1
Cd 0.01853 -0.31468 0.80021
As -0.37567 -2.44207 3.36001
S 0.19577 -3.10571 0.05856
S -2.45921 0.48998 -0.01423
O -0.99524 -2.39850 0.53287
O 0.12312 0.01926 -1.41513
O -0.00048 -0.96286 2.75614
O 1.36178 -2.21896 -0.04169
O -2.04057 -2.87622 2.96686
O -0.03753 -3.88629 -1.13602
O -0.29491 -2.49216 4.98049
N -3.82559 1.10042 -2.18598
N 2.42981 0.24145 0.22892
N -0.95501 1.96811 2.37625
N 0.83689 2.56940 0.23804
N 1.62013 1.16357 2.60571
N -1.83446 0.15493 -2.64909
C -0.20232 -0.09496 -4.91673
C 3.33080 0.03960 1.33819
C -1.09847 3.15869 1.57652
C 1.13800 1.77277 3.67063
C 1.43059 -4.67586 3.57608
C 1.92740 2.02398 4.79348
C 2.22102 -6.09746 1.81575
C 2.73733 1.35443 -0.63582
C 3.74130 0.97038 3.65452
C -4.02271 1.22402 -3.61503
C -2.66758 0.57363 -1.70483
C 2.07620 -1.64947 -4.66676
C -4.58535 -0.05906 -4.21927
C -0.56124 -0.16104 -2.43928
C 0.26033 3.61514 1.03615
C -4.58699 3.21164 -1.19497
C 3.24416 1.60153 4.78179
C 0.78261 -4.24093 1.31815
C 1.53957 -5.31821 0.89601
C 0.72037 -3.91443 2.65429
C 2.23964 2.67758 -0.05031
C 1.72218 -1.12938 -5.90309
C -4.81677 1.70547 -1.33357
C 0.16364 -0.59348 -3.67191
C 2.87862 0.76739 2.58049
C 0.57951 -0.35568 -6.02598
C 2.18200 -5.76296 3.16172
C -0.32810 2.14063 3.66580
C 1.30515 -1.37940 -3.55125
H -4.76962 0.07672 -5.28384
H 0.92147 3.80049 1.88662
H 1.52027 2.51305 5.66733
H -5.51655 -0.33248 -3.72609
H -3.06084 1.44726 -4.08058
H 2.21855 1.18662 -1.58001
H 0.29470 2.37502 -0.59539
H -5.34148 3.64801 -0.54615
H 1.56573 -1.77227 -2.57785
H -4.62666 3.70700 -2.16427
H -4.74237 1.23915 -0.35048
H 2.73546 -6.34515 3.88524
H -4.70907 2.05548 -3.79654
H 3.33261 -1.02757 1.58994
H 2.33631 -0.61107 -0.30696
H -3.86305 -0.85695 -4.07737
H 0.29862 0.06188 -6.98439
H -2.11281 -2.68551 2.02443
H 4.76504 0.62235 3.62659
H -1.74878 2.90990 0.73528
H 0.14143 4.57613 0.49104
H 1.38161 -4.37707 4.61830
H 2.79152 -6.95022 1.47929
H 2.48398 3.49677 -0.76018
H -1.08823 0.51573 -4.99397
H 3.82256 1.43756 -0.83603
H 4.36899 0.33307 1.08324
H 1.58012 -5.51417 -0.16413
H -1.55852 3.99791 2.14036
H -0.79745 1.46758 4.39043
H -1.82821 1.46296 2.44686
H 3.87996 1.75900 5.64362
H 2.76368 2.87886 0.88915
H -0.44305 3.17755 4.03572
H -3.60709 3.38237 -0.75774
H 2.96669 -2.25734 -4.57396
H 2.33371 -1.32290 -6.77518
H -5.80747 1.51005 -1.75499
*
```

Summary:
LUMO energy = 2.591 eV
E_tot = -5183.16257 Eh
Kohn-Sham gap = 8.09 eV
energy relative to the best compared isomer or geometry (same formula, charge and spin) = 195.8 kJ/mol